Molecular formula: C24H72O12S4
Method: DFT, ωB97M-V with the def2-TZVPD basis set

The value obtained for the orbital gap is 0.32839 hartree. As for the charge: 0. The calculation puts the energy relative to the best compared isomer or geometry (same formula, charge and spin) at 364.9 kJ/mol. Its highest occupied orbital energy is -8.81 eV. The total energy comes out at -93941.854 eV. The value obtained for the LUMO energy is 0.124 eV.

Atoms and positions in Å:
S -0.119 -1.111 4.745
S -2.664 4.093 3.067
S 1.419 -3.892 -4.417
S 4.636 -0.601 -3.999
O -5.056 0.934 -3.028
O -3.111 -1.045 3.032
O -2.222 -5.016 0.853
O -1.607 0.605 0.941
O 2.521 4.802 2.491
O -4.138 4.465 2.928
O 4.590 -2.030 -3.503
O 6.160 0.475 0.574
O 1.258 -1.609 5.300
O 1.127 6.044 -2.534
O 1.075 -2.620 -5.112
O 3.584 -2.073 3.947
C -2.319 -4.267 -0.359
C -0.597 -2.306 3.496
C 1.502 3.802 2.393
C 0.420 3.542 -2.645
C -2.173 3.909 1.318
C -1.155 -0.425 0.049
C 1.386 -3.523 -2.679
C 3.485 0.252 -2.860
C -4.380 -1.272 -2.912
C -3.363 -4.990 -1.329
C 0.794 3.677 1.043
C -4.499 -1.009 2.652
C 0.088 5.097 -2.857
C 4.295 -3.337 2.173
C 0.311 -0.095 -0.277
C 3.146 -2.939 2.995
C 0.579 0.198 3.686
C -1.804 5.691 3.158
C -5.421 -0.251 -2.416
C 3.994 1.592 0.661
C 3.735 -0.448 -5.542
C -5.010 0.344 2.400
C 4.826 0.400 0.983
C -0.064 -4.890 -4.612
H 4.778 -2.544 1.475
H 3.624 0.152 -1.725
H -3.278 -0.761 3.989
H 1.221 -0.110 3.155
H 2.359 -2.818 -2.610
H 0.804 1.000 4.159
H -5.512 1.578 -2.534
H -0.733 5.771 3.161
H -0.588 -3.337 3.966
H 2.174 2.977 2.570
H -0.351 -4.955 -5.757
H -2.480 -3.258 -0.175
H 4.156 2.431 1.148
H -4.297 -4.966 -0.773
H -1.377 -4.253 -0.891
H 5.011 -4.044 2.750
H -1.957 6.245 3.965
H -4.445 -1.356 -3.965
H 0.369 4.542 0.693
H 3.940 -4.095 1.348
H 2.411 -2.121 2.542
H -5.930 0.294 1.993
H 1.526 3.480 -2.949
H 2.945 -1.819 4.544
H 1.161 -0.242 0.611
H 2.680 -0.836 -5.816
H -0.280 2.964 -3.158
H 1.517 3.299 0.235
H 1.572 -4.373 -2.032
H 0.468 -2.982 -2.385
H -1.798 6.355 2.463
H 1.020 6.956 -2.808
H -2.286 0.125 1.373
H 0.038 -2.120 2.679
H -4.247 -2.191 -2.399
H 4.792 0.188 2.163
H -3.357 -4.587 -2.429
H -2.797 2.890 1.185
H 3.112 1.443 1.042
H -6.442 -0.581 -2.455
H 6.688 -0.313 0.803
H -1.717 -0.228 -0.865
H 4.564 -0.562 0.565
H 4.532 -1.190 -6.066
H 2.382 5.712 2.064
H 2.717 -3.735 3.377
H -3.534 -0.866 -2.772
H -3.168 -6.132 -1.334
H -4.825 -1.578 3.509
H -0.819 -4.254 -3.927
H 1.022 4.224 3.486
H -0.875 5.463 -2.409
H -1.012 3.453 0.873
H -1.572 -2.088 3.155
H 4.047 1.949 -0.511
H -1.296 -1.288 0.448
H -0.234 0.368 3.020
H -2.443 4.527 0.765
H -4.826 0.996 3.066
H 0.145 0.773 -0.684
H -1.258 -5.038 1.122
H 0.051 -5.976 -4.199
H -5.433 -0.137 -1.562
H 2.708 -0.331 -3.224
H 0.009 2.857 1.201
H -0.135 5.213 -3.905
H -4.177 0.532 1.650
H -4.504 -1.650 1.864
H 0.510 3.333 -1.601
H 3.540 1.430 -3.168
H 3.605 0.647 -5.734
H 0.556 -0.623 -1.156